The following is a quantum chemistry calculation of the molecule C25H27ClN4O4S, from the OMol25 dataset.

Frontier orbital gap in Eh: 0.320
HOMO energy in eV: -8.35
E in eV: -63874.05593
Spin multiplicity: 1
SMILES string: O=C(CCCn1c(SCC(=O)Nc2ccccc2Cl)nc2ccccc2c1=O)NC[C@H]1CCCO1

Atoms and positions in Å:
H 1.297265 -1.197256 -3.474759
H 1.024207 0.459389 -4.039231
Cl -2.581364 -2.479698 -1.993678
H -0.461992 3.859356 -1.146344
H 1.210459 2.082208 -1.988794
H -3.230866 1.012940 -0.787972
H -3.748680 3.450010 0.805724
C -3.312962 -1.082968 2.207999
H 1.012088 -5.032612 -0.139432
C -1.078464 3.028426 -0.784584
C -3.276492 2.097228 -0.871742
C 2.695411 1.828119 2.093735
H 3.220804 2.678548 1.685156
H -4.262644 2.373702 -1.238031
H -3.489777 -0.749802 3.219312
N 2.994679 -0.600778 -0.690388
O -1.775755 3.500874 0.344852
H 1.037055 0.775922 4.838996
C -2.971575 2.750150 0.488941
C -4.019881 -1.269768 -0.072021
C -4.253629 -0.836699 1.223148
H -0.489098 -2.772022 -0.728571
H 0.863992 -1.293217 3.470159
C 2.307362 -1.619637 -0.101256
H -5.168207 -0.313092 1.454743
C 1.428371 -0.142987 -3.222070
C -2.162509 2.615982 -1.785366
C 0.595474 0.130524 -1.979849
C -2.847825 -1.939644 -0.371401
H 2.209022 2.751038 3.952461
N 1.802805 -1.586937 1.075097
N -0.725038 -2.868051 0.254598
C 3.596338 -0.715077 -2.007989
C -0.157321 1.851547 -0.408337
C 2.593168 0.672406 1.314276
N 0.615498 1.403443 -1.540501
O 3.773849 1.524991 -0.560431
H -4.749317 -1.099784 -0.849331
H 3.422438 -0.000404 -4.006742
H -2.845863 1.990094 1.270522
O 0.031037 -3.635946 2.268061
H 3.065575 1.212214 -2.777614
O -0.064422 -0.738012 -1.439435
C 3.172395 0.616743 -0.018307
C -2.143141 -1.756742 1.909095
H -1.808377 1.858704 -2.481289
C 1.361325 -0.410582 3.101728
H -2.496030 3.488050 -2.347865
H 3.557246 -1.763293 -2.309844
C -1.886909 -2.194010 0.612795
H 0.502156 2.172343 0.405418
H -1.416360 -1.961642 2.676114
C 1.468830 0.738297 3.849814
H -0.749184 0.999694 -0.064905
C 2.134064 1.859042 3.349309
C 1.919990 -0.452077 1.820426
S 2.073326 -3.118418 -0.984842
H 4.641337 -0.401228 -1.916910
C 0.167308 -3.466060 1.078325
H 2.120286 -4.341110 1.071228
C 2.915357 0.168318 -3.055136
C 1.343177 -4.110770 0.342910

Atoms 1-6, force components in eV/Å:
H -0.118 0.076 0.018
H -0.031 -0.044 -0.017
Cl -0.106 -0.114 -0.216
H -0.046 -0.057 -0.019
H 0.054 -0.148 -0.059
H -0.035 0.053 -0.025

---

The following is a quantum chemistry calculation of a structure of composition C25H27CoN4O4, from the OMol25 dataset.

Frontier orbital gap (alpha / beta) in Eh: 0.273 / 0.273
HOMO energy (alpha / beta) in eV: -11.89 / -11.89
Net charge: +1
E in eV: -78137.45681
Spin multiplicity: 2
⟨S²⟩: 0.76

Atoms and positions in Å:
C -0.586722 0.124820 3.665581
H -0.248861 3.365780 2.526337
H -2.202160 -2.151797 1.521330
C -3.192735 0.265891 0.852203
N -0.791403 -2.121532 0.040971
H 2.525702 3.409916 -0.439135
C 1.037301 2.445327 -3.092276
C -3.047247 -0.399831 3.562468
H -0.572897 -0.589642 4.486356
C -3.269197 0.625038 -0.610085
H 2.685355 -0.876124 0.508646
C -0.934977 -5.634702 -1.165834
C 4.621755 0.416595 -1.845236
C 2.303249 1.765606 -2.630197
H -1.885236 2.773822 2.178001
H 1.867688 3.714462 1.182889
N 1.260927 1.120282 -0.508753
H -4.102743 0.115639 -1.089351
C -4.320956 -0.169852 1.537338
H -2.358767 0.356747 -1.146660
H 0.971961 3.475132 -2.728602
C -0.344269 1.947087 0.941444
H -2.991640 -0.668764 4.610753
H 0.982732 4.260838 -0.232255
H -3.417933 1.700170 -0.740399
C -0.361249 -3.074311 -0.784128
O 1.007204 -1.378553 -1.605728
C -4.252408 -0.498582 2.883295
H 0.343882 -4.937693 -2.448909
C -1.997184 0.376609 1.566131
C 0.687330 -2.626527 -1.760754
H 5.435398 1.053260 -3.720338
O 1.173348 -3.392822 -2.566193
H 0.144247 1.913808 -2.759055
C -1.033422 -4.276215 -0.542121
C 2.392126 1.124842 -1.397117
H -5.137922 -0.841601 3.402463
C -0.936404 3.057915 1.733991
H 1.011036 2.490483 -4.179038
H 3.636393 0.460595 1.162234
C 0.892135 2.156986 0.124882
H 0.269073 -0.081578 3.022521
H -5.260013 -0.257437 1.003672
C 3.422030 1.731582 -3.453258
H 5.515756 -0.120025 -1.551819
H 4.441214 -0.914926 0.410327
C 1.615797 3.456718 0.150444
C 3.573875 -0.262364 0.344345
N -0.819151 0.774874 0.845842
H -2.599347 -4.620496 1.001176
C -1.894265 0.040548 2.917866
C 4.575345 1.072347 -3.063856
H 3.376391 2.216255 -4.421231
O -1.599526 -6.532588 -0.724244
H -1.085241 3.928819 1.091406
H -0.443634 1.117667 4.101441
C -1.893924 -3.980298 0.496823
Co 0.138989 -0.407120 -0.281654
C 3.525722 0.423361 -0.995332
O -0.127133 -5.772926 -2.202470
N -1.725392 -2.691514 0.812851

Atoms 1-6, force components in eV/Å:
C -0.088 0.071 -0.029
H -0.009 -0.021 -0.027
H -0.018 0.038 0.007
C 0.016 0.053 -0.134
N 0.081 0.127 -0.184
H 0.020 -0.006 -0.017

---

The following is a quantum chemistry calculation of a structure of composition C25H27F2MoN3O3Si, from the OMol25 dataset.

Frontier orbital gap (alpha / beta) in Eh: 0.277 / 0.276
HOMO energy (alpha / beta) in eV: -7.84 / -8.41
E in eV: -52145.87771
Spin multiplicity: 3
⟨S²⟩: 2.02

Atoms and positions in Å:
H 1.073894 -1.639124 -0.547336
C 1.094568 2.945077 -2.033909
C 0.926793 -3.125434 -2.038218
H 0.057522 2.705627 -4.861331
H -0.238218 -1.094469 4.223032
H 1.493198 -3.828332 -1.441517
N 1.384459 0.018272 2.865869
C -0.616574 -0.981793 3.209090
H 6.935963 2.552315 2.850250
C 5.378982 2.266888 1.404657
O -4.309873 -2.022124 0.143725
H -2.044914 3.704545 -2.712090
C -0.128072 1.707424 -4.454106
H -2.264773 -2.044001 4.963021
C 5.949319 2.148423 2.663136
Si -0.353345 1.911198 -2.604311
C 5.254419 1.512627 3.684990
C -0.292175 -2.559545 -4.012240
C -0.972277 1.965581 1.200562
H -4.533839 -2.948186 4.540017
H -2.794963 -3.204331 -0.673436
C -1.931636 -1.498669 2.914791
N -0.279692 0.378178 -1.706077
C 2.070493 0.571560 1.918328
H -0.572907 2.104862 2.210704
H 1.188422 2.984313 -0.950287
C -3.728963 -2.027242 1.374304
C -4.455018 -2.539296 2.432956
H -5.436426 -2.941530 2.217288
C -0.043256 -0.898676 -2.268396
H -2.795035 2.108617 -2.808890
H -1.002140 1.308139 -4.968469
C 0.460915 -3.479145 -3.294127
H 2.018212 2.526560 -2.442781
H 0.734317 1.086170 -4.703054
Mo -0.266595 0.187178 0.264785
C -3.945188 -2.540752 3.729984
H -1.162889 -0.610431 -4.075994
H -4.218572 -2.875264 -1.687088
H 0.999296 3.969469 -2.402858
H -2.994361 -1.607936 -1.425717
H 5.917774 2.763717 0.608629
H -2.272546 2.748527 -1.248374
N 0.154130 -0.393803 2.364489
F -2.346516 1.950715 1.311413
C 4.114890 1.749455 1.164150
H 0.669590 -4.457927 -3.704073
C -2.018796 2.690418 -2.305467
H -0.689333 -2.828922 -4.982970
C -0.552939 -1.296330 -3.508621
C 0.661407 -1.861235 -1.533089
C 3.992405 0.996118 3.451177
H 3.438737 0.500116 4.236167
O 1.618297 0.669616 0.688998
H 5.699150 1.420884 4.667278
C 3.418989 1.112322 2.186625
O -1.777088 -0.958631 0.601020
H 3.657834 1.837087 0.188065
F -0.657993 3.115910 0.507032
C -2.459226 -1.472522 1.613980
C -3.521002 -2.445249 -0.971366
C -2.686825 -2.037019 3.965678

Atoms 1-6, force components in eV/Å:
H 0.160 0.109 -0.110
C -0.016 0.010 0.002
C -0.233 -0.009 -0.037
H 0.012 0.006 0.012
H -0.015 -0.006 0.003
H 0.013 0.004 -0.008

---

The following is a quantum chemistry calculation of a cluster of 5 separate species, C25H27F32O6P in total in a non-equilibrium geometry, from the OMol25 dataset.

Frontier orbital gap in Eh: 0.327
HOMO energy in eV: -8.77
E in eV: -134893.19028
Spin multiplicity: 1
SMILES string: FC(F)C(F)(F)COC(F)(F)C(F)F.FC(F)C(F)(F)COC(F)(F)C(F)F.FC(F)C(F)(F)COC(F)(F)C(F)F.FC(F)C(F)(F)COC(F)(F)C(F)F.CCP(C)C(=O)OC

Atoms and positions in Å:
C 7.647032 5.139611 -2.622026
H -2.441425 0.411833 -4.224010
O -2.568035 -3.865547 2.481271
F -6.351435 -3.595783 -1.157838
H 1.938202 2.374688 -2.524315
H 1.039797 1.118274 -4.559419
C -1.618180 -4.792348 2.966265
F 5.544608 4.817008 -3.735870
F -7.991880 -5.637944 -1.827393
H -3.924817 -4.801006 -0.496380
F 0.651929 -2.684469 2.613794
H -2.118694 -4.690471 5.082852
O 1.135072 -0.395517 -0.971151
C 1.058355 -1.870317 -3.868414
F -8.346295 -7.779633 -1.869094
H -7.173812 -6.836274 -3.174092
F -0.777286 -3.305192 4.637872
C 1.836968 3.550197 2.065433
H 0.378793 -1.999106 -4.777104
C -6.160919 -7.066731 -1.260749
C -4.902643 -5.233390 -0.264845
F 1.478249 4.834142 1.817139
H 0.465100 -1.877401 0.806419
C -0.100762 5.190552 4.954770
F 8.726615 5.974001 -2.697508
O 0.305733 -1.831261 -2.623224
H -0.991967 5.764130 4.692322
C -7.416278 -6.825260 -2.109555
H 8.005537 5.457870 -0.555047
C -0.280254 3.708866 4.598383
O -5.193580 -6.047569 -1.411685
H 1.633283 -0.889472 -3.998259
F 0.713174 2.928514 5.061576
C -2.320437 0.465374 -3.094578
H -4.729736 -5.841430 0.627209
F 5.844543 2.425997 -2.838779
F 7.230241 5.445765 -4.936821
C 3.059960 3.487544 2.986882
F -7.696444 -3.154147 1.193174
F 4.720917 3.443624 0.356959
F -7.784791 -5.258490 0.702737
P -0.566016 1.009218 -2.539262
H -3.027910 1.232627 -2.608170
F -5.047434 -3.020968 0.481520
C 1.300694 2.965610 -3.296984
F 0.132430 5.338630 6.281169
H 1.975912 3.507256 -4.035183
C -1.405719 -1.679062 1.895883
F 4.078073 4.231653 2.475585
O 6.642860 3.993692 -0.579123
F 8.124523 3.894293 -2.860017
C 7.134126 5.208358 -1.167160
H -0.372383 2.305354 -4.761544
C -6.939545 -4.272538 1.050534
C 5.302671 3.634520 -0.847186
F -2.197070 -6.011675 2.847035
H -1.626076 -3.478634 0.639709
H 0.561528 3.666004 -2.758537
F -0.277795 -5.408888 4.831245
C 5.180974 2.344301 -1.666184
H -3.084097 -2.621131 0.999799
H 5.581704 1.491549 -1.114609
H 1.827203 -2.728021 -3.899055
C 6.659757 5.568891 -3.710185
C 0.122261 -1.724190 1.832710
C -2.145758 -2.957887 1.448917
C 0.405557 -0.559161 -1.988062
C 0.353183 1.844932 -4.008289
F 0.647021 -0.547156 2.266998
F -1.833825 -1.336797 3.135748
H -2.515187 -0.526812 -2.561581
F -5.561898 -8.208840 -1.670365
O -0.440181 3.495478 3.211492
F 0.949997 5.738502 4.309516
H 0.100182 2.417732 1.613242
C -1.249535 -4.552221 4.436498
F 4.663684 4.679771 -1.404900
F -1.821112 -0.674919 1.066933
F -1.414172 3.248185 5.177241
C -5.837390 -4.036171 0.015178
F -6.429945 -7.240086 0.046125
H -6.510777 -4.506616 2.028373
H 6.373538 6.616183 -3.584334
F -0.550794 -4.810268 2.148470
C 0.591109 2.763248 2.527736
H 3.421566 2.460724 3.084697
F 2.816209 3.978384 4.215874
F 2.204380 3.026186 0.859951
F 3.882931 2.095607 -1.964326
H 6.441542 6.039781 -1.010999
H 0.854568 1.846140 3.060981

Atoms 1-6, force components in eV/Å:
C 0.246 -0.815 0.565
H -0.048 -0.112 1.553
O 1.301 -0.101 0.470
F -0.112 -0.065 0.297
H -1.254 1.476 -1.355
H -1.101 0.922 0.537